1.
A cluster of 10 separate species, C10H40O10 in total, computed with the ωB97M-V functional and the def2-TZVPD basis.

For the energy above the lowest of the compared OMol25 structures with the same formula, charge and spin, the calculation gives 108.2 kcal/mol. As for the SMILES: CO.CO.CO.CO.CO.CO.CO.CO.CO.CO. The calculation puts the calculated total energy at -1157.17945 Eh. The value obtained for the LUMO energy is 0.262 eV.

The geometry in ORCA input format:
```
! wB97M-V def2-TZVPD RIJCOSX def2/J DEFGRID3
* xyz 0 1
O -2.651 -2.182 0.300
O 3.028 -2.262 -0.581
O 1.245 -3.811 3.406
O 3.515 0.799 -3.538
O -3.576 3.137 0.470
O 0.107 2.819 -2.336
O -3.676 0.522 3.654
O -2.471 0.497 -0.087
O 0.000 0.523 1.437
O -1.066 -3.475 -1.803
C -2.490 4.009 0.149
C 1.665 -2.814 2.475
C 2.968 0.916 -2.206
C 1.100 0.447 0.509
C -1.938 -2.123 1.528
C -1.931 0.520 -1.386
C 4.416 -2.282 -0.432
C -2.924 1.592 3.182
C 0.082 -2.808 -1.459
C 0.946 3.792 -1.718
H 4.542 -2.695 0.603
H -0.678 3.246 -2.637
H 0.452 4.284 -0.868
H -0.851 -1.959 1.351
H 1.057 4.572 -2.511
H -2.205 -2.814 -0.280
H 2.058 0.262 1.019
H 3.310 0.158 -1.499
H 4.876 -1.248 -0.493
H -4.479 0.371 3.108
H -1.678 3.840 0.895
H -2.698 5.083 0.249
H 1.288 1.378 -0.073
H -2.119 3.727 -0.817
H 3.334 1.883 -1.776
H -0.790 0.496 0.887
H -3.103 2.293 0.606
H -2.666 -0.448 0.167
H -2.480 1.373 2.271
H 1.014 -1.947 2.642
H -3.556 2.473 3.123
H -2.355 -1.290 2.030
H -1.363 -3.200 -2.634
H 4.948 -2.980 -1.101
H -2.245 -0.412 -1.836
H 2.683 -2.503 2.745
H -2.102 -2.956 2.175
H -0.052 -1.718 -1.464
H 0.926 -3.078 -2.149
H 1.920 3.358 -1.503
H 1.253 -4.626 2.899
H 2.827 -2.328 -1.539
H 1.496 -3.168 1.457
H -2.072 1.796 3.831
H -2.372 1.303 -1.988
H 0.277 -3.176 -0.437
H -0.876 0.662 -1.484
H 3.306 1.561 -4.075
H 0.966 -0.338 -0.280
H 1.876 0.939 -2.165
*
```

Taken from the natural (NBO) analysis, the atomic charges in e are:
1 O -0.76
2 O -0.73
3 O -0.72
4 O -0.74
5 O -0.74
6 O -0.74
7 O -0.73
8 O -0.80
9 O -0.74
10 O -0.73
11 C -0.25
12 C -0.26
13 C -0.26
14 C -0.26
15 C -0.27
16 C -0.26
17 C -0.25
18 C -0.24
19 C -0.25
20 C -0.25
21 H 0.18
22 H 0.47
23 H 0.18
24 H 0.18
25 H 0.16
26 H 0.50
27 H 0.19
28 H 0.19
29 H 0.16
30 H 0.47
31 H 0.16
32 H 0.18
33 H 0.16
34 H 0.15
35 H 0.16
36 H 0.49
37 H 0.49
38 H 0.52
39 H 0.15
40 H 0.19
41 H 0.17
42 H 0.19
43 H 0.47
44 H 0.17
45 H 0.17
46 H 0.17
47 H 0.18
48 H 0.17
49 H 0.15
50 H 0.19
51 H 0.46
52 H 0.47
53 H 0.17
54 H 0.18
55 H 0.17
56 H 0.19
57 H 0.18
58 H 0.47
59 H 0.16
60 H 0.18



2.
A cluster of 17 separate species, C10H48IN2O16 in total, computed with the ωB97M-V functional and the def2-TZVPD basis.

The calculation puts the calculated total energy at -2020.43369 Eh. The value obtained for the LUMO energy is -4.965 eV.

The geometry in ORCA input format:
```
! wB97M-V def2-TZVPD RIJCOSX def2/J DEFGRID3
* xyz 1 1
I -3.231 -2.152 -0.622
O -1.320 -1.748 3.396
O -5.610 -3.495 2.121
O 5.567 1.408 0.016
O -4.111 4.630 -0.304
O -4.060 1.743 -0.414
O -8.256 -2.603 3.558
O -0.317 -4.010 1.303
O 3.153 0.925 3.883
O 2.245 -3.075 -2.777
O 2.650 3.159 1.008
O -3.271 -5.268 -2.474
O 2.869 -1.731 3.329
O -0.546 6.448 -3.303
O 7.517 1.942 -2.341
O 1.833 -5.890 2.705
O -0.839 2.299 2.473
N 1.525 2.423 -2.399
N 0.932 1.409 -1.804
C -0.282 1.276 -1.080
C 2.552 -0.063 -0.541
C -0.420 3.819 -1.536
C -2.138 -0.329 -2.831
C 1.712 0.105 -1.912
C 2.423 -1.503 0.184
C 0.904 3.680 -2.313
C -0.866 -0.082 -0.454
C -1.528 -1.069 -1.545
C -1.114 2.597 -0.885
H -0.129 -0.632 0.217
H 0.966 -5.521 2.914
H 2.094 -2.369 -0.492
H 4.703 1.789 0.224
H -1.730 0.253 0.235
H -4.922 -3.970 2.606
H 3.762 1.410 4.454
H -3.752 0.827 -0.393
H 2.126 3.218 0.199
H -0.886 4.860 -1.452
H -5.072 4.613 -0.208
H 1.053 -0.778 -2.192
H -3.135 0.212 -2.619
H 2.438 -5.399 3.274
H 0.006 2.481 2.042
H 1.390 4.583 -2.813
H 3.670 0.072 -0.796
H 2.289 1.304 4.089
H -4.332 1.920 0.499
H -0.454 -1.442 3.691
H 0.069 -4.681 0.725
H -2.665 -4.780 -1.904
H 2.117 -4.019 -2.622
H 1.993 -2.957 -3.702
H -3.885 3.728 -0.564
H -8.079 -2.379 4.479
H -1.507 6.426 -3.206
H 2.308 0.821 0.173
H -0.316 5.552 -3.573
H 6.868 1.590 -1.717
H -0.992 -3.588 0.758
H 3.715 -1.558 2.902
H -0.796 -1.883 -1.893
H 3.420 3.715 0.830
H -1.116 -2.378 2.693
H -4.138 -4.902 -2.263
H 1.691 -1.351 1.065
H 2.453 -0.858 3.388
H 3.440 -1.702 0.688
H -2.094 2.627 -0.312
H 2.491 0.192 -2.759
H 8.357 1.576 -2.038
H -2.416 -1.165 -3.578
H 6.179 1.890 0.586
H -5.120 -2.874 1.569
H -1.257 3.167 2.545
H -7.386 -2.823 3.198
H -1.391 0.339 -3.387
*
```

Taken from the Mulliken analysis, the atomic charges in e are:
1 I 0.06
2 O -0.60
3 O -0.64
4 O -0.61
5 O -0.65
6 O -0.64
7 O -0.62
8 O -0.49
9 O -0.61
10 O -0.57
11 O -0.58
12 O -0.60
13 O -0.58
14 O -0.63
15 O -0.63
16 O -0.63
17 O -0.61
18 N -1.19
19 N 1.18
20 C 0.55
21 C 0.08
22 C -0.47
23 C -1.06
24 C -0.45
25 C -0.79
26 C -0.73
27 C 0.01
28 C -0.51
29 C -0.08
30 H -0.41
31 H 0.30
32 H -0.08
33 H 0.32
34 H 0.70
35 H 0.33
36 H 0.27
37 H 0.12
38 H 0.33
39 H 0.56
40 H 0.31
41 H -0.06
42 H 0.30
43 H 0.32
44 H 0.30
45 H 0.45
46 H 0.27
47 H 0.30
48 H 0.36
49 H 0.31
50 H 0.28
51 H 0.29
52 H 0.30
53 H 0.29
54 H 0.40
55 H 0.32
56 H 0.34
57 H 0.24
58 H 0.34
59 H 0.33
60 H 0.14
61 H 0.28
62 H 0.54
63 H 0.27
64 H 0.31
65 H 0.33
66 H 0.34
67 H 0.30
68 H 0.24
69 H 0.34
70 H 0.45
71 H 0.32
72 H 0.42
73 H 0.30
74 H 0.21
75 H 0.31
76 H 0.33
77 H 0.25



3.
A structure of composition C10H4Br2NOS3Sn, computed with the ωB97M-V functional and the def2-TZVPD basis.

The calculation puts the calculated total energy at -7070.51113 Eh. The value obtained for the LUMO energy is 2.166 eV.

The geometry in ORCA input format:
```
! wB97M-V def2-TZVPD RIJCOSX def2/J DEFGRID3
* xyz -1 1
Sn -0.964 2.692 -0.663
Br -3.997 -1.786 -0.469
Br 0.901 -4.562 -0.191
S -0.647 5.338 0.193
S -1.224 5.416 3.140
S -0.782 2.832 1.789
O -2.131 0.659 -0.569
N 0.570 0.729 -0.475
C 2.689 -0.334 -0.309
C 1.877 0.807 -0.407
C -0.855 4.615 1.744
C -1.389 -2.903 -0.341
C -1.501 -0.445 -0.481
C 2.099 -1.565 -0.279
C -0.048 -0.478 -0.433
C 0.692 -1.682 -0.339
C -0.022 -2.899 -0.300
C -2.109 -1.707 -0.423
H -1.928 -3.839 -0.303
H 3.763 -0.226 -0.253
H 2.308 1.802 -0.426
H 2.699 -2.462 -0.204
*
```

Taken from the natural (NBO) analysis, the atomic charges in e are:
1 Sn 1.04
2 Br 0.04
3 Br 0.01
4 S -0.31
5 S -0.15
6 S -0.29
7 O -0.77
8 N -0.46
9 C -0.26
10 C 0.06
11 C -0.51
12 C -0.21
13 C 0.44
14 C -0.13
15 C 0.08
16 C -0.11
17 C -0.13
18 C -0.22
19 H 0.23
20 H 0.22
21 H 0.20
22 H 0.22



4.
A structure of composition C10H4BrErNO5, computed with the ωB97M-V functional and the def2-TZVPD basis.

The calculation puts the calculated total energy at -4402.15191 Eh. The value obtained for the LUMO energy (alpha / beta) is -15.222 / -15.124 eV.

The geometry in ORCA input format:
```
! wB97M-V def2-TZVPD RIJCOSX def2/J DEFGRID3
* xyz 3 4
Er -0.002 0.011 -1.346
Br -0.080 -2.789 3.607
O -0.004 -3.273 -1.771
O -3.303 0.021 -1.774
O 0.000 3.319 -1.774
O -0.002 0.020 -5.056
O 3.299 0.017 -1.773
N 0.001 0.049 0.688
C 2.117 0.017 -1.790
C -2.120 0.021 -1.790
C -0.032 -1.148 2.681
C -0.001 2.147 -1.797
C 0.006 0.050 3.370
C 0.041 1.228 2.647
C -0.035 -1.128 1.283
C -0.002 0.019 -3.880
C -0.003 -2.105 -1.797
C 0.038 1.181 1.278
H 0.071 2.210 3.160
H -0.066 -2.100 0.709
H 0.008 0.056 4.447
H 0.068 2.178 0.676
*
```

Taken from the natural (NBO) analysis, the atomic charges in e are:
1 Er 1.31
2 Br 0.29
3 O -0.18
4 O -0.17
5 O -0.18
6 O -0.25
7 O -0.17
8 N -0.67
9 C 0.44
10 C 0.44
11 C -0.07
12 C 0.45
13 C -0.10
14 C -0.16
15 C -0.02
16 C 0.49
17 C 0.44
18 C 0.04
19 H 0.30
20 H 0.25
21 H 0.30
22 H 0.23



5.
A structure of composition C10H4CaN2O4, computed with the ωB97M-V functional and the def2-TZVPD basis.

For the energy above the lowest of the compared OMol25 structures with the same formula, charge and spin, the calculation gives 0.0 kcal/mol. The calculation puts the calculated total energy at -1470.94761 Eh. The value obtained for the LUMO energy is -8.675 eV.

The geometry in ORCA input format:
```
! wB97M-V def2-TZVPD RIJCOSX def2/J DEFGRID3
* xyz 2 1
Ca 1.364 0.717 -1.442
O 0.258 4.137 -2.443
O -3.096 0.423 -4.444
O 3.637 0.465 -4.417
O 0.383 -2.719 -2.541
N -0.052 -0.010 0.378
N -0.907 -1.196 5.609
C 0.522 3.028 -2.239
C 2.876 0.566 -3.536
C 0.601 -1.616 -2.258
C 0.970 -0.276 1.206
C -1.557 -0.386 2.187
C -2.150 0.509 -3.811
C -0.730 -0.954 4.455
C -0.501 -0.645 3.054
C -1.297 -0.082 0.868
C 0.779 -0.584 2.543
H -2.558 -0.451 2.594
H 1.598 -0.802 3.210
H 1.979 -0.244 0.826
H -2.118 0.119 0.199
*
```

Taken from the natural (NBO) analysis, the atomic charges in e are:
1 Ca 1.74
2 O -0.31
3 O -0.41
4 O -0.31
5 O -0.33
6 N -0.62
7 N -0.12
8 C 0.38
9 C 0.37
10 C 0.39
11 C -0.02
12 C -0.17
13 C 0.43
14 C 0.19
15 C -0.04
16 C 0.05
17 C -0.17
18 H 0.28
19 H 0.27
20 H 0.16
21 H 0.23



6.
A structure of composition C10H5BiNO5S, computed with the ωB97M-V functional and the def2-TZVPD basis.

The calculation puts the calculated total energy at -1425.89051 Eh. The value obtained for the LUMO energy (alpha / beta) is -14.280 / -14.315 eV.

The geometry in ORCA input format:
```
! wB97M-V def2-TZVPD RIJCOSX def2/J DEFGRID3
* xyz 3 1
Bi 0.515 -1.930 -1.567
S 0.027 -0.125 -0.085
O 2.660 -2.930 0.375
O 1.141 -4.256 -3.456
O -1.577 -3.651 -0.141
O 2.607 -0.209 -2.992
O -1.630 -0.931 -3.508
N -0.417 2.314 0.373
C -0.706 1.914 3.092
C -0.411 0.838 2.263
C 1.821 -0.856 -2.456
C -0.791 -3.005 -0.677
C -0.276 1.072 0.897
C -0.705 3.373 1.164
C 1.854 -2.554 -0.355
C 0.906 -3.382 -2.746
C -0.858 3.191 2.541
C -0.824 -1.306 -2.779
H -0.817 4.349 0.716
H -0.309 2.460 -0.659
H -0.821 1.753 4.154
H -0.295 -0.161 2.675
H -1.094 4.032 3.171
*
```

Taken from the Mulliken analysis, the atomic charges in e are:
1 Bi 2.52
2 S -0.45
3 O -0.04
4 O 0.06
5 O -0.05
6 O -0.04
7 O -0.05
8 N -0.04
9 C -0.32
10 C -0.52
11 C -0.02
12 C -0.03
13 C 0.77
14 C -0.22
15 C -0.02
16 C 0.05
17 C -0.59
18 C -0.03
19 H 0.47
20 H 0.28
21 H 0.47
22 H 0.39
23 H 0.43



The records above yield largest force on an atom values of 2.22, 5.59, 0.35, 12.81, 6.91, 16.76 eV Å⁻¹, respectively.